1.
Molecular formula: C4H6O2
Method: DFT, wB97M-V/def2-TZVPD

Geometry as XYZ:
```
12
Properties=species:S:1:pos:R:3:lowdin_charge:R:1
O 0.5154 1.5693 -1.7594 0.13
C 0.1305 0.7125 -1.0142 -0.34
C -1.1691 0.4769 -0.2423 -0.08
C -0.3702 -0.3870 0.7489 -0.12
C 0.7928 -0.4725 -0.2999 -0.31
O 2.0603 -0.3143 0.2615 0.01
H -1.6613 1.3727 0.1334 0.12
H -1.8581 -0.1359 -0.8240 0.12
H -0.7970 -1.3347 1.0854 0.11
H -0.1147 0.1991 1.6524 0.12
H 0.7375 -1.3897 -0.9052 0.16
H 1.7340 -0.2963 1.1634 0.08
```

energy relative to the best compared isomer or geometry (same formula, charge and spin): 166.9 kJ/mol
gap between HOMO and LUMO: 10.1 eV
LUMO energy: 0.70 eV
HOMO level: -9.44 eV
structure (SMILES): O=C1CC[C@@H]1O

---

2.
Molecular formula: C4H6O2
Method: DFT, wB97M-V/def2-TZVPD

Geometry as XYZ:
```
12
Properties=species:S:1:pos:R:3:lowdin_charge:R:1
C -0.7705 -0.7240 1.3955 -0.11
O -1.7822 0.1859 0.9875 -0.03
C -0.8705 -0.2765 0.0062 -0.25
C 0.0919 0.7437 -0.5284 -0.25
C 1.4276 0.3335 -0.9570 -0.11
O 0.4117 0.6321 -1.9040 -0.03
H 0.0078 -0.3078 2.0374 0.12
H -1.1107 -1.7210 1.6701 0.11
H -1.2897 -0.9418 -0.7525 0.16
H -0.0644 1.7584 -0.1634 0.16
H 1.6912 -0.7207 -0.8753 0.12
H 2.2578 1.0382 -0.9162 0.11
```

energy relative to the best compared isomer or geometry (same formula, charge and spin): 285.1 kJ/mol
gap between HOMO and LUMO: 11.5 eV
LUMO energy: 1.03 eV
HOMO level: -10.47 eV
structure (SMILES): C1O[C@H]1[C@H]1CO1

---

3.
Molecular formula: C4H6O2
Method: DFT, wB97M-V/def2-TZVPD

Geometry as XYZ:
```
12
Properties=species:S:1:pos:R:3:lowdin_charge:R:1
O -0.5387 0.9611 -1.6962 0.00
C -0.0415 1.3608 -0.6430 -0.22
C -0.3060 -0.0032 1.1189 -0.15
C -0.5683 -1.1884 0.3481 0.00
O 0.8267 -0.8349 -0.6329 -0.03
C 0.7712 0.4287 0.1946 -0.28
H 0.3914 -0.5026 -1.4752 0.11
H -0.2736 2.3396 -0.2041 0.13
H -0.1209 -0.0713 2.1822 0.07
H -0.4455 -2.1820 0.7809 0.11
H -1.2819 -1.1954 -0.4922 0.10
H 1.7671 0.7360 0.5368 0.15
```

energy relative to the best compared isomer or geometry (same formula, charge and spin): 495.6 kJ/mol
gap between HOMO and LUMO: 8.0 eV
LUMO energy: 0.76 eV
HOMO level: -7.29 eV

---

4.
Molecular formula: C4H6O2
Method: DFT, wB97M-V/def2-TZVPD

Geometry as XYZ:
```
12
Properties=species:S:1:pos:R:3:lowdin_charge:R:1
O 1.2155 -1.0434 1.0365 0.04
C 0.5463 -1.0768 -0.0279 -0.17
C -0.8923 -0.6975 -0.0134 -0.07
C -0.3938 0.7286 0.2701 -0.51
O -0.1002 0.9130 1.5303 -0.06
C 0.1440 1.3471 -0.8154 0.09
H 0.6400 -0.1511 1.6483 0.15
H 1.0622 -1.3281 -0.9575 0.15
H -1.4440 -1.1140 0.8309 0.13
H -1.4000 -0.8382 -0.9669 0.12
H -0.1247 1.0177 -1.8159 0.07
H 0.7469 2.2426 -0.7192 0.07
```

energy relative to the best compared isomer or geometry (same formula, charge and spin): 264.5 kJ/mol
gap between HOMO and LUMO: 9.2 eV
LUMO energy: 0.16 eV
HOMO level: -9.03 eV

---

5.
Molecular formula: C4H6O2
Method: DFT, wB97M-V/def2-TZVPD

Geometry as XYZ:
```
12
Properties=species:S:1:pos:R:3:lowdin_charge:R:1
C -0.0279 0.1908 -2.4855 0.05
C 0.0867 -0.6212 -1.3168 -0.16
O 0.0753 0.2270 -0.3277 -0.05
C -0.1191 -0.0792 0.9003 -0.59
C 0.2851 1.1467 1.8877 0.02
O -0.3987 -1.1745 1.1811 0.13
H -0.0522 1.4030 -2.3947 0.13
H 0.0063 -0.2729 -3.3895 -0.01
H 0.3391 -1.7676 -1.0284 0.18
H 0.9007 0.7303 2.7897 0.11
H 0.7651 1.9590 1.2306 0.08
H -0.7198 1.7059 2.0506 0.10
```

energy relative to the best compared isomer or geometry (same formula, charge and spin): 300.4 kJ/mol
gap between HOMO and LUMO: 10.0 eV
LUMO energy: 0.92 eV
HOMO level: -9.05 eV
structure (SMILES): C=COC(C)=O

---

6.
Molecular formula: C4H6O2
Method: DFT, wB97M-V/def2-TZVPD

Geometry as XYZ:
```
12
Properties=species:S:1:pos:R:3:lowdin_charge:R:1
C 0.7490 -1.7007 0.4276 0.18
C -0.0073 -0.5298 0.7714 -0.42
O 0.7275 0.6455 1.0314 -0.06
C 0.3570 1.5621 0.0429 -0.21
O 0.1928 0.8201 -1.1464 -0.06
C -0.3566 -0.4086 -0.7828 -0.18
H -0.0006 -2.5182 0.3788 0.04
H 0.1249 -1.1878 -1.3989 0.12
H -0.9189 -0.5703 1.3811 0.15
H -0.5858 2.0743 0.3032 0.14
H 1.1617 2.2843 -0.1037 0.14
H -1.4436 -0.4710 -0.9046 0.14
```

energy relative to the best compared isomer or geometry (same formula, charge and spin): 481.2 kJ/mol
gap between HOMO and LUMO: 9.5 eV
LUMO energy: 0.29 eV
HOMO level: -9.19 eV

---

7.
Molecular formula: C4H6O2
Method: DFT, wB97M-V/def2-TZVPD

Geometry as XYZ:
```
12
Properties=species:S:1:pos:R:3:lowdin_charge:R:1
C 1.1891 0.9874 0.1651 -0.05
C 0.0268 0.0523 0.0476 -0.26
C -0.9958 0.3099 -0.9851 -0.26
O -0.9490 1.2344 -1.7732 0.03
C -0.2627 -0.9357 0.9283 -0.13
O -0.8567 -2.0527 0.4702 0.04
H 1.1497 1.6777 -0.6827 0.08
H 1.1809 1.5580 1.0986 0.08
H 2.1318 0.4250 0.1098 0.08
H -1.9209 -0.3042 -0.9087 0.13
H -0.0758 -0.9505 2.0028 0.14
H -0.6176 -2.0016 -0.4727 0.11
```

energy relative to the best compared isomer or geometry (same formula, charge and spin): 172.3 kJ/mol
gap between HOMO and LUMO: 9.2 eV
LUMO energy: 0.16 eV
HOMO level: -9.08 eV
structure (SMILES): C/C(C=O)=C/O

---

8.
Molecular formula: C4H6O2
Method: DFT, wB97M-V/def2-TZVPD

Geometry as XYZ:
```
12
Properties=species:S:1:pos:R:3:lowdin_charge:R:1
O -0.4483 1.5097 -0.9383 -0.09
C -0.4317 0.7825 -2.0177 -0.07
C 0.6558 0.2310 -0.7142 -0.10
C 0.4366 0.1842 0.7845 -0.31
C -0.4793 -0.7947 1.3594 -0.10
O 0.9274 -1.0050 1.3782 -0.03
H -1.4247 0.2478 -2.1189 0.05
H 1.6344 0.5907 -1.0174 0.12
H 0.4604 -0.7976 -1.0690 0.13
H 0.6491 1.1044 1.3264 0.15
H -0.9360 -0.5979 2.3275 0.12
H -1.0438 -1.4551 0.6995 0.12
```

energy relative to the best compared isomer or geometry (same formula, charge and spin): 664.0 kJ/mol
gap between HOMO and LUMO: 8.6 eV
LUMO energy: 0.50 eV
HOMO level: -8.06 eV

---

9.
Molecular formula: C4H6O2
Method: DFT, wB97M-V/def2-TZVPD

Geometry as XYZ:
```
12
Properties=species:S:1:pos:R:3:lowdin_charge:R:1
O -1.8108 -2.0118 0.6395 0.05
C -1.4329 -0.9147 0.3119 -0.25
C -0.1090 -0.3659 0.8472 -0.15
C 0.8500 -0.0437 -0.3073 -0.15
C 0.7387 1.3756 -0.8127 -0.25
O -0.3356 1.9272 -0.8654 0.04
H -1.9964 -0.3203 -0.4272 0.13
H -0.1596 0.4425 1.5834 0.12
H 0.3237 -1.1263 1.5061 0.11
H 0.4237 -0.6244 -1.1338 0.12
H 1.9004 -0.2999 -0.1902 0.11
H 1.6077 1.9619 -1.1514 0.12
```

energy relative to the best compared isomer or geometry (same formula, charge and spin): 134.9 kJ/mol
gap between HOMO and LUMO: 10.8 eV
LUMO energy: 0.71 eV
HOMO level: -10.05 eV
structure (SMILES): O=CCCC=O

---

10.
Molecular formula: C4H6O2
Method: DFT, wB97M-V/def2-TZVPD

Geometry as XYZ:
```
12
Properties=species:S:1:pos:R:3:lowdin_charge:R:1
O 0.0468 -1.8744 -1.1865 0.03
C 0.2642 -0.6269 -0.6962 -0.55
C -0.5456 0.5683 -0.9728 -0.05
C -0.6287 0.1977 0.5161 -0.12
C 0.7702 0.4022 1.0575 -0.14
O 1.4443 -0.3412 -0.0154 -0.02
H -0.4102 -1.7806 -0.0948 0.25
H -0.0351 1.4924 -1.2611 0.12
H -1.4593 0.3656 -1.5294 0.12
H -1.5552 0.2606 1.0822 0.12
H 0.9660 -0.0997 2.0120 0.12
H 1.1425 1.4362 1.0884 0.12
```

energy relative to the best compared isomer or geometry (same formula, charge and spin): 459.2 kJ/mol
gap between HOMO and LUMO: 9.6 eV
LUMO energy: 0.88 eV
HOMO level: -8.76 eV
structure (SMILES): O[C@@]12C[C@@H]1CO2

---

11.
Molecular formula: C4H6O2
Method: DFT, wB97M-V/def2-TZVPD

Geometry as XYZ:
```
12
Properties=species:S:1:pos:R:3:lowdin_charge:R:1
C -1.4157 -0.3421 -0.5459 -0.01
C -0.3814 -0.3976 0.5389 -0.49
O -0.0059 -1.4334 1.0972 0.05
C 0.3284 0.9192 0.8162 -0.43
C 1.5345 -0.0672 -0.3017 0.35
O 0.0197 2.0063 0.3155 -0.03
H -1.0162 0.2003 -1.4106 0.09
H -1.7469 -1.3406 -0.8344 0.09
H -2.2518 0.2607 -0.1804 0.10
H 0.9520 0.8175 1.7344 0.14
H 1.4076 -0.5799 -1.2661 0.07
H 2.5758 -0.0433 0.0370 0.07
```

energy relative to the best compared isomer or geometry (same formula, charge and spin): 585.3 kJ/mol
gap between HOMO and LUMO (spin up / spin down): 6.9 / 7.0 eV
LUMO energy (spin up / spin down): -2.14 / -2.10 eV
HOMO level (spin up / spin down): -9.02 / -9.07 eV

---

12.
Molecular formula: C4H6O2
Method: DFT, wB97M-V/def2-TZVPD

Geometry as XYZ:
```
12
Properties=species:S:1:pos:R:3:lowdin_charge:R:1
C 1.6763 0.3203 -0.4639 0.01
C 0.2805 0.5426 -0.1165 -0.58
O -0.2921 1.6024 -0.2989 0.06
C -0.3776 -0.7012 0.3931 -0.09
C -1.8082 -0.7694 -0.0250 -0.25
O -2.4349 -1.7986 -0.0713 0.06
H 1.0061 0.1737 -1.4629 0.18
H 2.1389 -0.6562 -0.3185 0.08
H 2.3525 1.1435 -0.1511 0.11
H 0.1502 -1.6434 0.1895 0.13
H -0.2888 -0.4948 1.4643 0.15
H -2.2222 0.2119 -0.3245 0.13
```

energy relative to the best compared isomer or geometry (same formula, charge and spin): 219.7 kJ/mol
gap between HOMO and LUMO: 10.2 eV
LUMO energy: 0.59 eV
HOMO level: -9.60 eV
structure (SMILES): CC(=O)CC=O

---

13.
Molecular formula: C4H6O2
Method: DFT, wB97M-V/def2-TZVPD

Geometry as XYZ:
```
12
Properties=species:S:1:pos:R:3:lowdin_charge:R:1
O -2.1528 0.2730 -1.4326 0.01
C -1.1769 0.1658 -0.4786 -0.18
C 0.7823 -0.7354 1.1293 -0.02
C 1.0731 0.5718 0.8968 -0.07
C 0.1184 0.0340 -0.8337 -0.37
O 0.8974 -0.2136 -1.7138 0.06
H -1.8226 -0.1225 -2.2511 0.11
H -1.5150 0.3515 0.5268 0.11
H -0.0238 -1.0390 1.7898 0.08
H 1.3943 -1.5282 0.7090 0.09
H 1.9716 0.8626 0.3635 0.10
H 0.5184 1.3703 1.3782 0.09
```

energy relative to the best compared isomer or geometry (same formula, charge and spin): 338.3 kJ/mol
gap between HOMO and LUMO: 8.7 eV
LUMO energy: 0.73 eV
HOMO level: -7.93 eV

---

14.
Molecular formula: C4H6O2
Method: DFT, wB97M-V/def2-TZVPD

Geometry as XYZ:
```
12
Properties=species:S:1:pos:R:3:lowdin_charge:R:1
O -1.0616 -0.6284 -0.7055 -0.18
C -2.1182 -1.2428 -0.1760 0.08
C -0.3417 -0.4043 0.5529 -0.23
C 0.5286 0.7746 0.2313 -0.13
C 1.7022 0.3595 -0.6195 -0.25
O 2.1100 -0.7755 -0.6683 0.06
H -2.9681 -0.5883 -0.4883 0.02
H 0.1812 -1.3124 0.8534 0.13
H -1.0556 -0.1120 1.3384 0.11
H -0.0713 1.5350 -0.2840 0.13
H 0.9027 1.2241 1.1567 0.13
H 2.1917 1.1703 -1.1912 0.12
```

energy relative to the best compared isomer or geometry (same formula, charge and spin): 493.0 kJ/mol
gap between HOMO and LUMO: 8.6 eV
LUMO energy: 0.17 eV
HOMO level: -8.42 eV

---

15.
Molecular formula: C4H6O2
Method: DFT, wB97M-V/def2-TZVPD

Geometry as XYZ:
```
12
Properties=species:S:1:pos:R:3:lowdin_charge:R:1
C 1.5861 0.5262 0.0921 0.04
C 0.0052 -1.3486 0.2535 0.04
O -0.9228 -0.6761 0.9495 -0.14
C -1.6038 0.1556 0.0323 -0.21
O -0.6437 1.0687 -0.4534 -0.07
C 0.5511 0.4555 -0.7709 -0.29
H 2.5649 0.1544 -0.1910 0.08
H 1.4556 0.9724 1.0722 0.09
H 0.7469 -1.6805 1.0162 0.05
H -2.0261 -0.4487 -0.7789 0.13
H -2.3612 0.7259 0.5699 0.14
H 0.6476 0.0953 -1.7915 0.13
```

energy relative to the best compared isomer or geometry (same formula, charge and spin): 464.1 kJ/mol
gap between HOMO and LUMO: 9.0 eV
LUMO energy: 0.81 eV
HOMO level: -8.19 eV

---

16.
Molecular formula: C4H6O2
Method: DFT, wB97M-V/def2-TZVPD

Geometry as XYZ:
```
12
Properties=species:S:1:pos:R:3:lowdin_charge:R:1
O -0.0454 1.4411 1.1193 0.04
C -0.0368 0.3090 0.3422 -0.42
C 1.2350 -0.6596 0.1081 0.05
C 0.5848 0.1014 -0.9745 -0.26
O -0.5392 -0.5434 -1.5419 -0.05
C -1.2832 -0.3035 -0.3258 -0.08
H -0.0977 1.1999 2.0540 0.11
H 2.1314 -0.2107 0.5307 0.11
H 0.6914 -1.3944 0.6656 0.10
H 1.1376 0.8339 -1.5480 0.16
H -1.7445 -1.2191 0.0684 0.12
H -2.0563 0.4649 -0.4844 0.13
```

energy relative to the best compared isomer or geometry (same formula, charge and spin): 375.7 kJ/mol
gap between HOMO and LUMO: 9.7 eV
LUMO energy: 0.70 eV
HOMO level: -8.99 eV

---

17.
Molecular formula: C4H6O2
Method: DFT, wB97M-V/def2-TZVPD

Geometry as XYZ:
```
12
Properties=species:S:1:pos:R:3:lowdin_charge:R:1
C -1.2050 -0.3185 -0.4268 -0.06
C 0.3329 -0.1308 -0.4587 -0.26
C 0.6170 1.3486 -0.1621 -0.24
O 1.2268 2.0840 -0.8957 0.07
C 0.9115 -0.9396 0.7617 -0.16
O 0.2744 -0.8181 1.7969 0.00
H -1.4698 -1.3517 -0.6695 0.09
H -1.5883 -0.1004 0.5740 0.08
H -1.7087 0.3394 -1.1447 0.09
H 0.7363 -0.3402 -1.4539 0.14
H 0.1900 1.7063 0.7988 0.14
H 1.6560 -1.5644 1.2763 0.13
```

energy relative to the best compared isomer or geometry (same formula, charge and spin): 234.5 kJ/mol
gap between HOMO and LUMO: 10.1 eV
LUMO energy: 0.39 eV
HOMO level: -9.73 eV
structure (SMILES): CC(C=O)C=O

---

18.
Molecular formula: C4H6O2
Method: DFT, wB97M-V/def2-TZVPD

Geometry as XYZ:
```
12
Properties=species:S:1:pos:R:3:lowdin_charge:R:1
O -0.2652 0.6491 -1.3086 -0.06
C -0.0825 1.4772 -0.1899 -0.37
C 0.0829 0.9373 1.1837 0.00
C 1.1509 1.4394 0.6295 0.01
H 0.3156 -0.1238 -1.1993 0.04
H -0.6196 2.4083 -0.3748 0.13
H -0.3593 0.4279 2.0291 0.10
H 2.2141 1.6275 0.6836 0.10
C -0.6245 -2.2141 -0.3618 -0.11
O 0.5477 -1.9700 -0.5336 -0.02
H -0.9532 -3.1766 0.0703 0.09
H -1.4068 -1.4823 -0.6282 0.09
```

energy relative to the best compared isomer or geometry (same formula, charge and spin): 373.9 kJ/mol
gap between HOMO and LUMO: 9.8 eV
LUMO energy: 0.51 eV
HOMO level: -9.33 eV
structure (SMILES): OC1C=C1.C=O

---

19.
Molecular formula: C4H6O2
Method: DFT, wB97M-V/def2-TZVPD

Geometry as XYZ:
```
12
Properties=species:S:1:pos:R:3:lowdin_charge:R:1
C 0.8356 -1.5851 0.1994 -0.01
C -0.1248 -0.4133 0.4759 -0.30
O 0.0386 0.6324 1.3334 0.03
C 0.0823 0.9924 -0.0601 -0.14
C -1.1120 1.6851 -0.7217 -0.21
O -0.9895 2.3978 -1.6579 0.09
H 0.9488 -2.1910 1.1099 0.09
H 0.6210 -2.1482 -0.6348 0.05
H 1.8524 -1.2942 0.1839 0.06
H -1.0756 -0.7559 0.4887 0.10
H 0.9132 1.3339 -0.5225 0.11
H -1.9898 1.3461 -0.1941 0.12
```

energy relative to the best compared isomer or geometry (same formula, charge and spin): 267.3 kJ/mol
gap between HOMO and LUMO: 10.9 eV
LUMO energy: 0.93 eV
HOMO level: -9.95 eV
structure (SMILES): C[C@H]1O[C@@H]1C=O

---

20.
Molecular formula: C4H6O2
Method: DFT, wB97M-V/def2-TZVPD

Geometry as XYZ:
```
12
Properties=species:S:1:pos:R:3:lowdin_charge:R:1
C 1.4124 0.3077 0.6718 -0.19
O 1.0734 -0.8627 -0.0440 -0.05
C -0.0943 -0.5975 -0.7710 -0.25
C -1.3612 -0.5322 0.0379 -0.01
C -0.5974 0.7206 -0.3131 -0.25
O 0.3041 1.1869 0.6572 -0.04
H 2.2963 0.7806 0.2187 0.13
H 1.6373 0.0346 1.7077 0.13
H -0.0672 -0.9150 -1.8091 0.15
H -2.3138 -0.7258 -0.4482 0.11
H -1.2848 -0.8803 1.0630 0.12
H -1.0047 1.4831 -0.9708 0.15
```

energy relative to the best compared isomer or geometry (same formula, charge and spin): 215.7 kJ/mol
gap between HOMO and LUMO: 10.5 eV
LUMO energy: 1.10 eV
HOMO level: -9.36 eV
structure (SMILES): C1O[C@H]2C[C@H]2O1